Below is a cluster of 7 separate species, C18H55N4O7 in total in a non-equilibrium geometry, with properties calculated with ωB97M-V/def2-TZVPD.

```
84
Properties=species:S:1:pos:R:3:forces:R:3:mulliken_charge:R:1
O 1.34457 -2.07512 -4.04346 0.651 -0.868 -0.056 -0.37
H 1.05094 -2.99280 -3.90158 0.038 0.034 -0.166 0.44
H 0.69384 -1.40218 -3.62997 -1.552 2.278 0.578 0.40
H 1.53298 -1.87392 -4.97468 -0.112 -0.085 0.028 0.42
O -1.88275 1.99046 -3.89953 -0.646 0.025 -0.126 -0.38
H -1.59351 2.90922 -4.03533 0.066 -0.088 -0.146 0.43
H -2.34389 1.59182 -4.66028 -0.085 0.391 -0.037 0.44
H -1.15824 1.32629 -3.65205 1.520 -1.748 0.516 0.38
C 1.26422 0.26689 -1.38186 1.247 0.212 0.634 -1.26
C -0.13445 0.21490 -1.90240 -0.166 -0.980 0.993 1.47
O -0.24404 -0.10435 -3.26295 -0.079 0.310 -0.716 -1.19
H 1.90981 0.94272 -1.94493 0.056 -0.031 0.051 0.44
H 1.74987 -0.70996 -1.28464 -0.115 -0.183 -0.825 0.36
H 1.29809 0.51706 -0.31644 -0.314 0.670 -0.111 0.04
H -0.68292 1.12583 -1.61918 0.099 0.211 -0.204 -0.11
H -0.55765 -0.55378 -1.23439 -0.665 -0.141 -0.407 -0.53
C 4.01064 6.20676 -2.39962 1.269 -0.584 -0.020 -1.49
C 2.85832 5.21685 -2.27040 0.295 -0.307 -0.403 0.34
C 3.20326 3.82657 -1.70416 1.553 1.432 0.141 0.07
O 3.47996 4.00871 -0.34222 -0.846 0.481 0.702 -0.35
C 3.76069 2.85966 0.41930 0.268 0.412 0.115 -0.53
N 1.70445 5.82784 -1.64718 -0.904 -0.420 -0.140 -0.61
H 3.62188 7.08718 -2.90898 0.229 0.155 0.106 0.39
H 4.82078 5.78012 -3.00267 -0.274 0.001 -0.442 0.37
H 4.58431 6.47177 -1.50915 -0.750 0.170 0.439 0.30
H 2.65496 4.99599 -3.32581 -0.616 0.025 0.017 0.19
H 4.17346 3.58078 -2.15817 -0.238 -0.472 -0.480 0.40
H 2.46887 3.04772 -1.92111 -0.241 0.144 0.176 -0.18
H 3.45283 3.04662 1.44970 -0.387 -0.089 -0.106 0.25
H 4.84510 2.73580 0.50346 0.001 -0.512 -0.428 0.32
H 3.22817 2.01267 -0.01636 0.272 -0.312 0.295 0.07
H 1.52510 6.73092 -2.06404 -0.024 0.032 0.042 0.28
H 1.79273 5.96617 -0.64961 0.355 -0.155 0.010 0.24
C -2.89124 -2.61532 -2.04410 1.230 0.150 -0.623 -1.30
C -2.99519 -3.59283 -0.90866 2.185 0.314 0.275 1.05
C -4.36474 -3.79314 -0.34487 0.402 -1.820 0.413 -0.89
O -5.15386 -4.55515 -1.21841 -0.636 0.242 -1.023 -0.34
C -6.40367 -4.96593 -0.69761 -0.101 0.579 0.861 -0.78
N -2.07343 -4.73980 -1.11555 -0.449 -0.068 0.045 -0.65
H -1.85293 -2.49116 -2.37579 0.267 -0.302 0.440 0.25
H -3.07679 -1.62932 -1.61522 -0.964 0.131 -0.729 0.23
H -3.33982 -2.93802 -2.98489 -0.941 0.468 0.293 0.40
H -2.47337 -3.07631 -0.09354 -0.201 0.143 0.173 -0.06
H -4.76444 -2.82621 -0.02482 -0.396 -0.060 -0.164 0.41
H -4.17062 -4.43039 0.53048 -0.356 0.342 0.449 0.36
H -6.79868 -4.17826 -0.04784 -0.041 -0.011 0.123 0.31
H -6.31245 -5.87143 -0.09327 0.105 -0.096 -0.028 0.28
H -7.17535 -5.11688 -1.44989 0.472 -0.086 -0.456 0.26
H -2.04911 -5.32029 -0.28504 -0.022 -0.001 0.016 0.26
H -2.29156 -5.36224 -1.88436 -0.454 0.179 -0.060 0.23
C -1.95634 0.40365 3.45707 1.332 0.122 0.626 -1.38
C -2.52782 0.65787 2.07174 0.650 0.784 0.275 0.22
C -2.08453 2.03943 1.53323 0.147 0.689 0.281 -0.67
O -0.67628 2.23738 1.63919 -0.096 -0.762 0.749 -0.21
C -0.21707 3.38137 0.98328 0.133 -0.359 -0.980 -0.71
N -2.03725 -0.38453 1.19738 0.039 -0.768 -0.706 -0.10
H -2.40736 0.92413 4.30225 -0.433 0.144 -0.324 0.41
H -0.91537 0.74282 3.46255 0.022 -0.014 -0.027 0.23
H -1.87971 -0.65143 3.71895 -0.418 -0.093 -0.292 0.37
H -3.61194 0.64515 2.19746 -0.091 -0.075 -0.662 0.43
H -2.57951 2.84975 2.08155 -0.161 0.026 -0.004 0.47
H -2.29101 2.17061 0.46313 -0.592 -0.270 -0.038 0.36
H -0.42377 3.27146 -0.09268 -0.185 0.287 -0.089 0.27
H 0.87127 3.39711 1.03833 -0.050 0.174 0.385 0.07
H -0.66462 4.31604 1.33129 0.040 -0.037 0.185 0.35
H -1.02557 -0.31084 1.13884 0.065 -0.119 0.384 -0.26
H -2.31903 -0.25560 0.23040 -0.380 0.187 0.097 0.15
C 1.75385 -1.64110 1.45072 -0.115 -0.181 -1.077 -1.16
C 1.56317 -2.73900 2.50145 0.613 0.800 0.438 0.37
C 2.11759 -2.29230 3.87316 -0.055 0.058 0.374 -0.78
O 3.52584 -2.19442 3.89384 0.293 0.312 -0.659 -0.34
C 4.06682 -1.93374 5.16762 -0.178 -0.595 0.579 -0.77
N 0.11584 -2.95351 2.66198 0.155 -0.832 -0.724 -0.51
H 1.42861 -2.03389 0.47858 -0.463 -0.166 0.106 0.32
H 2.76931 -1.35299 1.17204 0.257 -0.037 0.861 0.49
H 1.16017 -0.74093 1.61670 0.043 -0.020 0.413 0.01
H 2.05944 -3.61702 2.07929 0.277 -0.179 0.504 0.35
H 1.84018 -2.90386 4.74039 -0.371 -0.616 -0.401 0.42
H 1.61831 -1.34028 4.09498 0.225 0.318 -0.121 0.31
H 3.76079 -2.71579 5.87290 -0.272 0.015 0.072 0.32
H 3.77428 -0.97183 5.59480 -0.105 0.152 -0.212 0.30
H 5.15266 -2.00937 5.16858 0.009 0.212 -0.564 0.27
H -0.17849 -3.20694 1.71807 -0.461 0.528 -0.049 0.06
H -0.02764 -3.85995 3.10500 0.120 0.203 0.565 0.29
```
Positions in Å, forces in eV/Å.

Output
LUMO = -0.1312 Eh
charge = +1

Below is a structure of composition C18H56MgN3O14 in a non-equilibrium geometry, with properties calculated with ωB97M-V/def2-TZVPD.

```
92
Properties=species:S:1:pos:R:3:forces:R:3:mulliken_charge:R:1
Mg 0.24901 4.41609 -0.75244 -0.053 -1.395 1.150 0.99
N -0.76175 1.40848 -0.29888 -1.631 -0.313 1.236 1.20
O -0.31629 0.86989 0.74879 0.467 0.689 -1.188 -1.06
O -0.39108 2.55677 -0.63900 0.699 -0.403 -0.166 -0.65
O -1.69342 0.88685 -0.90737 0.725 -0.085 0.119 -0.27
C 4.67986 0.41290 -0.50916 -0.079 0.554 -1.115 -1.78
C 3.86807 -0.07089 0.67767 0.824 -0.675 0.876 2.05
C 4.74834 -0.93067 1.58129 0.850 -0.383 0.397 -1.21
C 5.74313 -0.11783 2.37841 0.213 -0.282 0.583 -0.64
C 4.99693 0.84381 3.27703 0.367 -0.367 0.168 -1.06
C 4.06262 1.81335 2.53990 1.321 -0.632 -0.646 1.40
N 3.32537 0.98342 1.56486 -0.980 -0.588 0.347 -0.21
O 2.36883 1.77027 0.87747 0.278 0.660 -0.556 1.31
C 3.08549 2.34449 3.57448 -0.672 0.979 -0.014 -1.56
C 4.92260 2.91314 1.86892 -1.011 0.277 0.467 -1.47
C 2.74752 -0.99150 0.20939 -0.160 0.357 -1.346 -2.45
H 5.11059 -0.39390 -1.10609 -0.101 -0.271 0.316 0.44
H 5.51013 1.07843 -0.27997 -0.059 -0.069 0.278 0.30
H 4.04178 0.93867 -1.23106 -0.073 0.137 0.158 0.27
H 4.12427 -1.48865 2.28604 -0.156 0.246 0.076 0.38
H 5.31687 -1.72084 1.08216 -0.342 0.207 -0.677 0.44
H 6.53345 0.37744 1.80685 -0.320 0.070 -0.368 0.29
H 6.29966 -0.80080 3.02814 -0.028 -0.010 -0.010 0.43
H 5.76007 1.34603 3.87679 -0.422 0.464 0.102 0.45
H 4.39276 0.23366 3.95492 -0.029 0.098 0.069 0.33
H 3.49666 2.74683 4.50372 0.683 -0.538 -0.077 0.40
H 2.52457 3.22475 3.23909 -0.241 -0.364 -0.471 0.08
H 2.39561 1.53758 3.81933 -0.080 0.086 0.072 0.34
H 5.50764 2.57126 1.02181 0.235 -0.205 0.265 0.27
H 4.26601 3.70052 1.48344 0.020 0.088 0.061 0.18
H 5.54220 3.34285 2.65557 0.222 0.179 -0.265 0.42
H 3.14130 -1.78733 -0.42962 0.381 -0.126 0.394 0.50
H 2.12392 -0.47092 -0.52793 -0.443 0.106 0.490 0.38
H 2.18042 -1.45148 1.01424 -0.128 0.249 0.063 0.45
H 1.51962 1.30859 0.97044 0.066 0.097 0.053 -0.22
C -2.93590 -4.78591 0.64601 -0.157 0.689 -1.031 -1.62
C -3.16761 -3.41872 -0.04239 0.123 0.451 -0.873 1.66
C -1.84125 -2.65542 -0.16938 0.490 0.785 0.649 -0.58
C -0.90132 -3.13694 -1.25461 0.031 -0.359 0.402 -0.59
C -1.58668 -3.00776 -2.60081 0.663 -0.475 0.335 -1.00
C -2.95258 -3.71460 -2.63674 -0.118 0.245 -0.549 1.45
N -3.71036 -3.46429 -1.40794 -0.092 1.242 0.184 0.38
O -5.03941 -3.94237 -1.44433 0.710 -0.561 0.039 -0.49
C -3.72370 -3.06848 -3.79348 -0.831 -0.264 -0.369 -1.54
C -2.75400 -5.21511 -2.92850 0.375 0.807 -0.563 -1.79
C -4.10431 -2.54138 0.79091 0.286 -0.140 0.694 -1.77
H -2.13375 -5.30589 0.12184 0.208 -0.034 0.355 0.36
H -2.69020 -4.54100 1.67597 0.020 -0.593 0.145 0.41
H -3.81179 -5.42719 0.54409 -0.135 0.062 0.452 0.37
H -2.04375 -1.58905 -0.31828 -0.242 -0.096 -0.197 -0.29
H -1.31024 -2.67012 0.79041 -0.163 -0.238 0.088 0.56
H 0.02273 -2.55256 -1.27211 -0.027 0.054 0.190 0.02
H -0.60884 -4.14845 -0.94881 0.059 -0.136 -0.603 0.40
H -0.96176 -3.41635 -3.40064 -0.095 -0.252 0.046 0.54
H -1.59228 -1.93984 -2.83252 -0.753 0.022 0.071 0.10
H -3.29690 -3.20503 -4.78988 0.410 -0.349 0.212 0.37
H -3.81768 -1.98886 -3.69658 -0.022 -0.039 0.380 0.10
H -4.72381 -3.50511 -3.83727 -0.030 0.162 -0.012 0.42
H -2.26332 -5.23922 -3.90477 0.074 -0.366 0.060 0.43
H -3.69924 -5.74073 -3.05294 -0.015 -0.105 0.329 0.44
H -2.08585 -5.65911 -2.19243 -0.193 -0.279 0.027 0.31
H -3.64158 -2.40922 1.77444 -0.141 -0.060 0.071 0.37
H -4.20451 -1.53426 0.38629 -0.036 -0.115 -0.337 0.22
H -5.09269 -2.97393 0.92878 0.006 -0.056 -0.073 0.41
H -4.95038 -4.88563 -1.23010 -0.377 -0.017 -0.118 0.36
O 0.56528 4.58645 1.23596 0.033 0.559 0.287 -0.34
H -0.00632 4.23197 1.94945 0.189 -0.378 0.001 0.19
H 1.26847 5.06205 1.69622 0.014 -0.158 -0.075 0.23
O -0.45674 2.70384 3.15230 0.203 0.352 -0.640 -0.68
H -0.47537 2.04927 2.43210 -0.133 0.139 0.304 0.36
H -0.14908 2.21001 3.91658 0.025 0.203 0.114 0.29
O -2.77729 0.38802 -3.39983 -0.088 0.313 0.024 -0.77
H -2.25080 0.60837 -2.61603 -0.092 -0.176 -0.149 0.38
H -3.60857 0.05144 -3.04159 0.107 -0.157 -0.089 0.35
O -4.41607 1.80398 0.12139 0.205 -0.173 -0.247 -0.73
H -3.66429 1.21251 -0.03364 -0.107 -0.050 0.230 0.28
H -5.19493 1.23982 0.03024 0.037 0.092 0.114 0.33
O -3.98028 2.92868 -2.48190 0.335 -0.038 0.142 -0.70
H -3.59916 2.22848 -3.03855 -0.139 0.128 0.109 0.40
H -4.08378 2.52040 -1.59939 -0.147 0.229 -0.338 0.37
O 0.01530 4.49791 -2.69576 -0.022 0.651 -1.295 -0.40
H -0.44966 3.85582 -3.25724 -0.086 -0.078 0.395 0.28
H 0.31051 5.19485 -3.30029 -0.070 -0.141 0.043 0.29
O -1.67184 4.93511 -0.50908 -0.546 0.934 -0.255 -0.36
H -2.41531 4.71760 0.07267 0.242 -0.212 0.002 0.27
H -2.05122 5.51200 -1.18837 -0.176 -0.247 0.054 0.29
O 2.15884 3.86124 -1.09574 0.872 0.182 -0.111 -0.47
H 2.66867 3.18930 -0.58966 -0.590 -0.125 0.376 0.19
H 2.74141 4.14886 -1.81029 -0.117 -0.068 0.053 0.26
O -1.81798 0.19076 2.95603 0.143 -0.122 -0.193 -0.64
H -1.27437 0.15171 2.15151 -0.333 -0.259 0.201 0.35
H -1.18523 0.20086 3.67942 -0.132 -0.221 0.101 0.27
```
Positions in Å, forces in eV/Å.

Output
LUMO = -0.1423 Eh
charge = +1

Values for HOMO, eV, ordered as above
-11.06 -9.58